(1)
Density functional theory data (ωB97M-V/def2-TZVPD) for a molecular structure, C24H16ClMnN4O6S3.

Output
Expectation value of S²   6.1537
Spin multiplicity   5
HOMO (spin up / spin down)   -8.11 / -8.14 eV
Gap between HOMO and LUMO (spin up / spin down)   5.4 / 7.3 eV

Cartesian coordinates (Å):
Mn  -0.0113  0.3487  -1.2695
C  3.7315  -0.3557  -3.8197
C  2.5728  -0.4718  -2.9583
N  1.6424  -0.5183  -2.2964
H  3.9917  0.7010  -3.8785
H  3.4834  -0.7290  -4.8115
H  4.5621  -0.9263  -3.4094
Cl  3.5080  -4.6877  3.4017
C  2.2582  -4.0071  2.4141
C  2.5516  -2.9248  1.6006
C  1.5417  -2.3730  0.8292
C  0.2557  -2.8989  0.8621
C  -0.0121  -3.9970  1.6731
C  0.9834  -4.5504  2.4583
C  -0.8703  -2.3253  0.0570
O  -1.9166  -2.9057  -0.0880
O  -0.6641  -1.1171  -0.4438
H  3.5508  -2.5116  1.5932
H  1.7651  -1.5254  0.1963
H  -1.0156  -4.3999  1.6859
H  0.7792  -5.3907  3.1071
O  1.7882  2.3430  -3.0875
C  0.5832  2.4950  -3.1132
O  -0.2804  1.7057  -2.5092
C  -0.0525  3.6267  -3.8632
C  0.7680  4.5304  -4.5304
C  0.2193  5.5953  -5.2270
C  -1.1561  5.7651  -5.2652
C  -1.9510  4.8541  -4.5940
C  -1.4309  3.7870  -3.8887
N  -3.4175  5.0300  -4.6312
O  -3.8532  5.9607  -5.2777
O  -4.0941  4.2309  -4.0191
H  1.8385  4.3840  -4.4867
H  0.8611  6.2975  -5.7409
H  -1.6170  6.5826  -5.7990
H  -2.0859  3.1023  -3.3727
S  2.1636  -1.1866  4.8130
C  1.2350  -0.4049  3.7031
S  1.9097  0.6730  2.5098
C  0.3405  0.8734  1.7921
N  -0.5958  0.2435  2.4023
N  -0.1102  -0.4688  3.4606
C  -1.0674  -1.2951  4.1385
C  -0.9889  -1.5079  5.5063
C  -1.9356  -2.3174  6.1176
C  -2.9534  -2.8981  5.3775
C  -3.0345  -2.6559  4.0130
C  -2.0950  -1.8543  3.3881
S  0.0804  1.8889  0.3925
H  -0.2014  -1.0546  6.0860
H  -1.8732  -2.4868  7.1844
H  -3.6867  -3.5289  5.8623
H  -3.8323  -3.0919  3.4262
H  -2.1621  -1.6518  2.3291

Now the natural (NBO) charges, all in e: atom 1 (Mn): 1.549, atom 2 (C): -0.739, atom 3 (C): 0.524, atom 4 (N): -0.518, atom 5 (H): 0.291, atom 6 (H): 0.273, atom 7 (H): 0.271, atom 8 (Cl): 0.016, atom 9 (C): -0.009, atom 10 (C): -0.234, atom 11 (C): -0.198, atom 12 (C): -0.131, atom 13 (C): -0.156, atom 14 (C): -0.238, atom 15 (C): 0.779, atom 16 (O): -0.577, atom 17 (O): -0.835, atom 18 (H): 0.232, atom 19 (H): 0.209, atom 20 (H): 0.244, atom 21 (H): 0.233, atom 22 (O): -0.639, atom 23 (C): 0.799, atom 24 (O): -0.792, atom 25 (C): -0.170, atom 26 (C): -0.130, atom 27 (C): -0.216, atom 28 (C): -0.192, atom 29 (C): 0.083, atom 30 (C): -0.176, atom 31 (N): 0.520, atom 32 (O): -0.374, atom 33 (O): -0.367, atom 34 (H): 0.239, atom 35 (H): 0.225, atom 36 (H): 0.253, atom 37 (H): 0.268, atom 38 (S): -0.125, atom 39 (C): -0.133, atom 40 (S): 0.437, atom 41 (C): -0.170, atom 42 (N): -0.228, atom 43 (N): -0.269, atom 44 (C): 0.202, atom 45 (C): -0.231, atom 46 (C): -0.204, atom 47 (C): -0.210, atom 48 (C): -0.194, atom 49 (C): -0.236, atom 50 (S): -0.095, atom 51 (H): 0.243, atom 52 (H): 0.217, atom 53 (H): 0.216, atom 54 (H): 0.221, atom 55 (H): 0.243

---

(2)
Density functional theory data (ωB97M-V/def2-TZVPD) for a molecular structure, C24H16F3N3O10Tc.

Output
Total charge   -2
Expectation value of S²   0.8448
Spin multiplicity   2
HOMO (spin up / spin down)   -3.03 / -2.97 eV
Gap between HOMO and LUMO (spin up / spin down)   7.1 / 7.3 eV

Cartesian coordinates (Å):
Tc  0.4107  -0.6410  0.0269
O  4.7692  -0.0904  1.2737
C  4.8007  1.2351  1.0549
C  6.0294  1.8783  1.2304
C  6.1422  3.2397  1.0359
C  5.0325  3.9940  0.6591
C  3.8186  3.3547  0.4808
C  3.6772  1.9813  0.6736
C  2.3554  1.3303  0.4619
O  2.2812  0.0410  0.6028
N  1.3164  2.0718  0.1847
N  0.2252  1.2601  0.0285
C  -1.0330  1.9305  0.1075
C  -1.8818  1.3544  1.2139
C  -3.0391  2.0727  1.5306
C  -3.8749  1.7114  2.5666
C  -3.5258  0.6011  3.3378
C  -2.3826  -0.1143  3.0576
C  -1.5324  0.2274  1.9884
O  -0.4788  -0.5571  1.7977
H  3.8568  -0.3935  1.0684
H  6.8808  1.2736  1.5174
H  7.1054  3.7188  1.1727
H  5.1172  5.0614  0.5008
H  2.9379  3.9076  0.1812
H  -0.8696  2.9887  0.2935
H  -3.2845  2.9350  0.9176
H  -4.7802  2.2699  2.7669
H  -4.1638  0.2851  4.1556
H  -2.1080  -0.9871  3.6374
O  -5.8880  -3.6582  -0.9236
C  -5.6644  -2.4598  -1.1974
O  -6.4227  -1.5832  -1.6596
C  -4.2039  -2.0132  -0.9928
C  -3.3107  -2.7866  -0.2742
C  -2.0132  -2.3500  -0.0876
N  -1.5673  -1.1775  -0.5718
C  -2.4246  -0.4281  -1.2828
C  -3.7281  -0.8192  -1.5176
C  -2.0320  0.8896  -1.9278
O  -2.2448  1.0462  -3.0970
O  -1.6322  1.9639  -1.2089
H  -3.6422  -3.7356  0.1236
H  -1.2730  -2.9214  0.4524
H  -4.3927  -0.1925  -2.0947
F  1.0840  -3.2595  -4.1279
C  0.5672  -2.0718  -3.7643
F  -0.5704  -2.3195  -3.1148
F  0.2516  -1.4134  -4.8962
C  1.5979  -1.2601  -2.9514
O  2.7029  -1.1518  -3.4431
O  1.1667  -0.7694  -1.8573
C  2.0029  -3.0996  0.1778
O  0.7109  -2.5793  0.3038
H  2.0279  -3.8815  -0.5912
H  2.3451  -3.5582  1.1155
H  2.7508  -2.3510  -0.1160

Now the natural (NBO) charges, all in e: atom 1 (Tc): 1.302, atom 2 (O): -0.700, atom 3 (C): 0.421, atom 4 (C): -0.310, atom 5 (C): -0.199, atom 6 (C): -0.279, atom 7 (C): -0.142, atom 8 (C): -0.206, atom 9 (C): 0.537, atom 10 (O): -0.692, atom 11 (N): -0.395, atom 12 (N): -0.267, atom 13 (C): 0.234, atom 14 (C): -0.189, atom 15 (C): -0.162, atom 16 (C): -0.277, atom 17 (C): -0.211, atom 18 (C): -0.225, atom 19 (C): 0.344, atom 20 (O): -0.657, atom 21 (H): 0.519, atom 22 (H): 0.208, atom 23 (H): 0.194, atom 24 (H): 0.199, atom 25 (H): 0.233, atom 26 (H): 0.202, atom 27 (H): 0.203, atom 28 (H): 0.200, atom 29 (H): 0.197, atom 30 (H): 0.208, atom 31 (O): -0.758, atom 32 (C): 0.730, atom 33 (O): -0.753, atom 34 (C): -0.054, atom 35 (C): -0.228, atom 36 (C): 0.053, atom 37 (N): -0.425, atom 38 (C): 0.088, atom 39 (C): -0.157, atom 40 (C): 0.781, atom 41 (O): -0.556, atom 42 (O): -0.512, atom 43 (H): 0.240, atom 44 (H): 0.249, atom 45 (H): 0.247, atom 46 (F): -0.332, atom 47 (C): 0.880, atom 48 (F): -0.314, atom 49 (F): -0.328, atom 50 (C): 0.719, atom 51 (O): -0.621, atom 52 (O): -0.696, atom 53 (C): -0.239, atom 54 (O): -0.761, atom 55 (H): 0.154, atom 56 (H): 0.145, atom 57 (H): 0.160

---

(3)
Density functional theory data (ωB97M-V/def2-TZVPD) for a molecular structure, C24H16IrN7O4S in a non-equilibrium geometry.

Output
Total charge   +2
Expectation value of S²   6.0450
Spin multiplicity   5
HOMO (spin up / spin down)   -11.25 / -14.89 eV
Gap between HOMO and LUMO (spin up / spin down)   4.3 / 4.9 eV

Cartesian coordinates (Å):
Ir  -0.5134  -1.4973  -1.0330
S  5.2590  -2.5773  3.7454
N  5.2233  -2.4985  2.1396
C  3.9484  -2.4193  1.7886
C  3.4566  -2.3458  0.4269
C  4.2808  -2.4116  -0.7002
C  3.7096  -2.3874  -1.9565
C  2.3320  -2.2572  -2.0679
N  1.5332  -2.1570  -0.9994
C  2.0774  -2.2285  0.2456
C  1.1625  -2.2268  1.3901
N  -0.1502  -2.1400  1.1115
C  -1.0397  -2.2296  2.0898
C  -0.6544  -2.3794  3.4222
C  0.6867  -2.4205  3.7309
C  1.6277  -2.3546  2.6959
C  3.0616  -2.4269  2.8908
N  3.6829  -2.5128  4.0571
H  5.3516  -2.4961  -0.5648
H  4.3111  -2.4731  -2.8498
H  1.8475  -2.2486  -3.0349
H  -2.0851  -2.1900  1.8078
H  -1.4110  -2.4578  4.1895
H  1.0310  -2.5127  4.7526
O  -4.5056  -1.3261  -0.1281
C  -3.5000  -0.7410  -0.4119
O  -2.5079  -1.2947  -1.1034
C  -3.3717  0.7424  -0.0788
C  -4.5197  1.5298  -0.0015
C  -4.4211  2.8901  0.2624
C  -3.1868  3.4974  0.4440
C  -2.0584  2.6990  0.3759
C  -2.1408  1.3416  0.1469
N  -0.7195  3.2882  0.4806
O  -0.6226  4.4857  0.5613
O  0.2380  2.5191  0.4156
H  -5.4885  1.0697  -0.1449
H  -5.3191  3.4889  0.3210
H  -3.0977  4.5574  0.6350
H  -1.2406  0.7499  0.1442
N  1.6673  1.2802  -1.1715
C  0.5652  1.6263  -1.8008
C  0.3843  2.9810  -2.2324
C  -0.7751  3.3233  -2.8844
C  -1.7190  2.3296  -3.1091
C  -1.4717  1.0069  -2.6501
N  -0.3797  0.6561  -2.0092
H  2.3581  1.9738  -0.9158
H  1.7451  0.3596  -0.7553
H  1.1585  3.7081  -2.0246
H  -0.9479  4.3400  -3.2089
H  -2.6470  2.5408  -3.6222
H  -2.2053  0.2258  -2.8115

Now the natural (NBO) charges, all in e: atom 1 (Ir): 1.105, atom 2 (S): 1.191, atom 3 (N): -0.763, atom 4 (C): 0.305, atom 5 (C): -0.169, atom 6 (C): -0.054, atom 7 (C): -0.250, atom 8 (C): 0.077, atom 9 (N): -0.485, atom 10 (C): 0.145, atom 11 (C): 0.257, atom 12 (N): -0.479, atom 13 (C): 0.101, atom 14 (C): -0.241, atom 15 (C): -0.043, atom 16 (C): -0.164, atom 17 (C): 0.240, atom 18 (N): -0.741, atom 19 (H): 0.267, atom 20 (H): 0.262, atom 21 (H): 0.231, atom 22 (H): 0.243, atom 23 (H): 0.264, atom 24 (H): 0.267, atom 25 (O): -0.524, atom 26 (C): 0.764, atom 27 (O): -0.814, atom 28 (C): -0.166, atom 29 (C): -0.111, atom 30 (C): -0.195, atom 31 (C): -0.182, atom 32 (C): 0.052, atom 33 (C): -0.224, atom 34 (N): 0.525, atom 35 (O): -0.307, atom 36 (O): -0.463, atom 37 (H): 0.262, atom 38 (H): 0.251, atom 39 (H): 0.265, atom 40 (H): 0.235, atom 41 (N): -0.584, atom 42 (C): 0.471, atom 43 (C): -0.122, atom 44 (C): -0.179, atom 45 (C): -0.097, atom 46 (C): 0.157, atom 47 (N): -0.530, atom 48 (H): 0.443, atom 49 (H): 0.432, atom 50 (H): 0.267, atom 51 (H): 0.276, atom 52 (H): 0.268, atom 53 (H): 0.266

---

no.,M (g mol⁻¹)
1,643.0
2,661.4
3,690.7